# 1
The molecule C11H24BN3O4 at a distorted geometry, computed with ωB97M-V/def2-TZVPD.

Summary:
* structure (SMILES): C[C@H](N)CN1C[C@H](CCCB(O)O)[C@](N)(C(=O)O)C1
* relative energy (zero: lowest compared OMol25 entry of this formula, charge and spin): 0.0 kJ/mol
* energy: -25134.808 eV
* max |F|: 0.0691 Eh/bohr
* HOMO energy: -8.134 eV
* Kohn-Sham gap: 8.21 eV
* E_LUMO: 0.1 eV

ORCA input file:
```
! RIJCOSX wB97M-V def2-TZVPD def2/J DEFGRID3
* xyz 0 1
O 0.162 -2.173 -1.285
O -4.445 0.345 -1.000
O -5.245 2.569 -0.780
O -0.823 -1.049 -2.948
B -4.423 1.522 -0.359
C 0.038 -1.158 -1.882
N 1.876 0.045 0.539
N 4.043 -1.055 2.239
N 0.936 0.771 -2.955
C -3.472 1.760 0.854
C -2.098 2.063 0.411
C 2.675 -3.232 2.179
C 1.645 -1.168 1.354
C 0.963 1.265 0.613
C -1.427 0.816 -0.148
C 2.195 -0.143 -0.891
C 3.003 -1.920 1.549
C 0.052 1.159 -0.572
C 0.804 0.188 -1.651
H -4.988 0.302 -1.827
H -5.581 2.580 -1.707
H -1.269 -1.907 -3.068
H 3.555 -0.166 2.185
H 4.081 -1.416 3.207
H 1.444 0.069 -3.482
H 0.051 0.840 -3.481
H -3.527 1.049 1.694
H -3.898 2.734 1.278
H -2.185 2.830 -0.361
H -1.392 2.500 1.226
H 3.587 -3.772 2.389
H 2.064 -3.157 3.147
H 2.195 -3.863 1.406
H 1.181 -0.830 2.262
H 0.872 -1.794 0.930
H 0.449 1.311 1.616
H 1.594 2.150 0.573
H -1.510 0.027 0.628
H -1.975 0.391 -0.999
H 2.565 -1.173 -1.151
H 2.989 0.580 -1.106
H 3.337 -1.977 0.452
H -0.096 2.085 -1.082
*
```



# 2
C24H27MgN8 as an isolated structure at a distorted geometry, computed with ωB97M-V/def2-TZVPD.

Summary:
* energy: -42689.672 eV
* max |F|: 0.0564 Eh/bohr
* HOMO energy: -10.466 eV
* Kohn-Sham gap: 7.26 eV
* E_LUMO: -3.2 eV

ORCA input file:
```
! RIJCOSX wB97M-V def2-TZVPD def2/J DEFGRID3
* xyz 1 1
Mg -0.478 -14.877 -11.183
C -0.780 -17.589 -9.823
C -2.111 -17.537 -10.611
N -2.420 -16.250 -11.231
C -2.729 -16.348 -12.656
C -1.526 -16.664 -13.513
N -0.258 -15.955 -13.201
C 0.879 -16.883 -13.025
C 0.740 -17.798 -11.826
N 0.343 -17.097 -10.600
H -0.879 -17.122 -8.813
H -0.672 -18.679 -9.638
H -2.058 -18.339 -11.426
H -2.914 -17.880 -9.929
H -3.226 -15.826 -10.772
H -3.455 -17.180 -12.802
H -3.267 -15.431 -13.011
H -1.308 -17.756 -13.389
H -1.817 -16.561 -14.564
H -0.043 -15.260 -13.949
H 0.909 -17.521 -13.894
H 1.784 -16.272 -12.995
H 0.092 -18.608 -12.099
H 1.670 -18.333 -11.718
H 1.114 -17.032 -9.930
C -2.947 -11.838 -13.122
C -4.085 -11.751 -12.321
C -4.089 -12.483 -11.158
C -2.866 -12.963 -10.661
N -1.811 -13.145 -11.502
C -1.839 -12.482 -12.641
N -2.946 -13.397 -9.335
C -1.965 -13.877 -8.656
N -0.797 -14.306 -9.205
C 0.134 -14.219 -8.199
N 1.424 -14.105 -8.332
C 2.080 -14.001 -9.483
C 3.512 -14.028 -9.416
C 4.226 -13.459 -10.439
C 3.538 -13.125 -11.660
C 2.166 -13.363 -11.639
N 1.452 -13.937 -10.678
C -0.508 -13.988 -6.904
C -0.056 -13.778 -5.592
C -0.901 -13.343 -4.577
C -2.215 -13.005 -4.929
C -2.699 -13.207 -6.212
C -1.844 -13.706 -7.190
H -2.974 -11.304 -14.034
H -4.937 -11.082 -12.584
H -4.964 -12.633 -10.556
H -0.876 -12.346 -13.176
H 3.929 -14.336 -8.467
H 5.290 -13.241 -10.322
H 3.998 -12.658 -12.496
H 1.692 -13.144 -12.573
H 0.998 -13.935 -5.405
H -0.553 -13.243 -3.570
H -2.846 -12.524 -4.189
H -3.680 -12.888 -6.503
*
```